ORCA calculation (ωB97M-V/def2-TZVPD) on a structure of composition C6H9NSi in a non-equilibrium geometry.

```
! wB97M-V def2-TZVPD RIJCOSX def2/J DEFGRID3
* xyz 0 1
C 0.065 -1.217 0.836
C 1.190 -0.216 0.848
C 1.405 0.606 -0.403
C 0.351 0.692 -1.494
C -1.233 -1.081 1.226
C 0.783 1.162 0.830
N -0.811 0.234 -1.643
Si -1.902 -0.910 -0.690
H 0.255 -2.101 0.262
H 2.094 -0.488 1.369
H 2.419 1.019 -0.766
H 0.694 1.361 -2.331
H -0.276 1.286 0.673
H 1.314 1.960 1.259
H -3.031 0.131 -0.759
H -1.374 -0.217 1.855
H -1.943 -2.220 -1.073
*
```

Computed properties:
HOMO energy in eV: -8.35
Total energy in Ha: -578.1219
HOMO-LUMO gap in eV: 8.777
Maximum force in eV Å⁻¹: 5.240
Lowest unoccupied orbital energy in eV: 0.432


ORCA calculation (ωB97M-V/def2-TZVPD) on a cluster of 2 separate species, CH5ClNOP in total in a non-equilibrium geometry.

```
! wB97M-V def2-TZVPD RIJCOSX def2/J DEFGRID3
* xyz 0 1
C 0.248 -1.339 -0.405
N -0.138 2.324 0.546
O 0.304 0.025 -0.010
P -0.348 1.317 -0.763
Cl -2.964 -0.863 -0.341
H 0.430 -1.929 0.527
H 0.835 -1.641 -1.352
H -0.704 -1.755 -0.837
H 0.287 1.773 1.276
H -0.593 3.254 0.556
*
```

Computed properties:
HOMO energy in eV: -8.13
Total energy in Ha: -972.5903
HOMO-LUMO gap in eV: 6.277
Maximum force in eV Å⁻¹: 3.466
Lowest unoccupied orbital energy in eV: -1.852


The highest lowest unoccupied orbital energy belongs to which entry? C6H9NSi


Look up the total energy of the second one. -972.5903 Ha


Number 2 is which compound? CH5ClNOP